A molecular structure, C12H28N6O6PmS, computed with the ωB97M-V functional and the def2-TZVPD basis.

```
54
Properties=species:S:1:pos:R:3:forces:R:3:lowdin_spin:R:1
O 3.1308 0.6647 -4.6620 0.481 -0.818 0.597 0.0000
H 3.9932 0.7467 -5.1039 -0.464 0.002 0.244 0.0000
Pm 1.2991 -0.3080 -1.2717 -2.467 -1.298 -1.636 4.0445
N -0.5360 -2.0540 -1.0195 -1.167 -0.665 -0.855 0.0135
N -0.7110 0.0582 -2.3727 -1.035 -2.999 1.190 -0.0411
N 1.5421 0.4624 0.9907 0.597 2.101 3.100 -0.0075
N 2.0500 1.9975 -1.0048 0.689 3.096 1.543 -0.0069
O -0.4601 -2.9038 -0.0333 0.024 0.554 -0.283 0.0190
O 1.1723 -0.3412 2.1209 0.746 0.940 -1.150 -0.0003
O 2.2820 2.9125 -2.0710 -0.179 -1.134 1.168 -0.0005
O 0.2795 0.3772 -3.2048 0.992 1.156 -1.308 -0.0310
C -1.6085 -0.9166 -2.7172 1.781 1.992 0.496 0.0174
C -1.6754 -1.9666 -1.7557 1.078 0.308 1.369 -0.0095
C 2.0468 1.6570 1.3236 -1.361 -3.770 0.515 0.0025
C 2.3567 2.5004 0.1995 0.198 0.204 -4.077 0.0022
C -2.8863 -2.7939 -1.5380 -0.067 -0.468 0.012 -0.0022
H -3.5552 -2.3293 -0.7961 0.191 -0.071 -0.150 -0.0008
H -2.6221 -3.7979 -1.1911 -0.060 0.184 -0.005 -0.0002
H -3.4454 -2.8763 -2.4782 0.055 -0.059 0.351 -0.0002
C -2.3246 -0.8910 -4.0125 -0.034 -0.161 -0.556 0.0024
H -1.6202 -1.0704 -4.8440 -0.241 0.115 0.246 0.0014
H -2.7919 0.0922 -4.1644 0.186 -0.291 -0.004 0.0007
H -3.1046 -1.6606 -4.0438 0.242 0.247 -0.107 -0.0001
C 2.2626 2.0965 2.7334 -0.026 -0.060 0.114 0.0003
C 3.0062 3.8365 0.3925 -0.119 0.268 0.201 0.0003
H 2.1143 1.2403 3.3950 0.057 0.317 -0.040 0.0000
H 1.5696 2.9036 3.0146 0.089 -0.225 -0.153 0.0002
H 3.2745 2.5012 2.8616 -0.186 -0.140 -0.076 0.0001
H 2.9009 4.4757 -0.4935 -0.006 -0.330 0.328 0.0000
H 4.0850 3.7042 0.6001 -0.422 -0.030 -0.108 0.0002
H 2.5712 4.3444 1.2703 0.183 -0.172 -0.384 0.0000
H 0.4371 -0.8994 1.8021 0.029 0.186 -0.282 0.0001
H 1.7408 2.5795 -2.8172 0.145 -0.234 0.306 0.0001
C 3.2147 -0.4248 -3.7209 -0.009 0.297 -0.906 -0.0010
H 2.2304 -0.9283 -3.7222 0.279 0.279 0.011 -0.0003
H 3.4944 -0.0278 -2.7195 0.064 -0.166 -0.186 -0.0004
H 3.9540 -1.1893 -4.0157 -0.183 0.399 0.227 -0.0001
O 2.0700 -2.4058 -0.1687 0.340 0.520 0.431 -0.0029
H 2.5997 -2.2533 0.6327 -0.231 -0.373 -0.293 0.0004
H 1.1781 -2.8135 0.1145 -0.270 0.018 -0.282 0.0001
C -2.9037 -1.8902 3.4649 -0.452 -0.036 -0.012 0.0000
N -2.9733 -1.0561 2.2533 0.432 -0.112 -0.526 0.0002
C -2.1613 -0.0019 1.9964 0.052 -0.053 -0.270 0.0002
S -1.7148 0.3839 0.3817 -0.095 0.115 1.051 -0.0007
N -1.7381 0.7313 3.0589 -0.110 0.182 -0.501 0.0001
C -2.5879 0.9317 4.2327 0.244 0.006 0.447 0.0000
H -2.0151 -1.6445 4.0561 -0.196 -0.167 -0.238 0.0000
H -2.8620 -2.9415 3.1502 0.098 0.335 0.124 0.0000
H -3.8065 -1.7599 4.0839 0.399 -0.015 -0.143 0.0000
H -3.2289 -1.5560 1.3976 0.179 0.358 0.536 0.0000
H -1.1516 1.5185 2.7841 -0.428 -0.451 0.075 0.0000
H -2.3642 0.1858 5.0018 -0.211 0.209 -0.063 0.0000
H -2.3540 1.9106 4.6561 -0.132 -0.101 -0.102 0.0000
H -3.6536 0.8896 3.9733 0.297 0.012 0.015 0.0000
```
Positions in Å, forces in eV/Å.

## Properties
E_LUMO (spin up / spin down) (eV): -4.54 / -4.53
Spin multiplicity: 5
Charge: +1
Energy (Eh): -2260.19782
Expectation value of S²: 6.012



A molecular structure, C12H28NNdO2P2, computed with the ωB97M-V functional and the def2-TZVPD basis.

```
46
Properties=species:S:1:pos:R:3:forces:R:3:lowdin_spin:R:1
C 1.0151 -1.6916 -2.8126 0.185 -0.006 0.080 -0.0002
C 0.5452 -0.7221 -1.9193 0.167 -0.214 0.097 0.0008
N 0.8424 -0.7603 -0.5973 0.493 -0.480 -0.571 -0.0007
C 1.7052 -1.7097 -0.1662 0.027 -0.112 -0.227 0.0010
C 2.2758 -2.6499 -1.0294 -0.208 -0.007 -0.094 -0.0001
C 1.9000 -2.6669 -2.3677 -0.170 0.248 0.182 0.0008
C -0.3389 0.3689 -2.4849 -0.229 0.090 -0.076 0.0002
P -0.3496 1.9655 -1.5428 -0.020 -0.144 -0.963 -0.0040
Nd -0.4280 0.9715 1.0951 -0.973 1.594 0.654 3.0402
P 0.9618 -1.0706 2.5355 0.394 -0.391 -0.288 -0.0003
C 2.1264 -1.8010 1.2918 -0.108 0.139 0.077 0.0005
O -3.0795 -0.4606 -2.4331 -0.840 -0.481 0.298 0.0000
O -3.4525 0.6866 0.0504 -0.111 0.013 1.183 -0.0020
H 0.6944 -1.6523 -3.8538 0.125 0.005 0.272 0.0000
H 2.9857 -3.3773 -0.6332 -0.229 0.204 -0.122 0.0000
H 2.2880 -3.4217 -3.0482 -0.047 0.156 0.114 0.0001
C 0.9490 2.8734 -2.4324 0.259 0.309 0.121 -0.0007
C -1.8403 2.7847 -2.1958 -0.243 0.119 -0.166 -0.0009
H 2.2135 -2.8672 1.5553 0.263 0.308 -0.147 0.0000
H 3.1110 -1.3207 1.4265 -0.345 -0.125 -0.128 -0.0001
H -1.3988 -0.0122 -2.5789 1.144 0.513 0.110 0.0000
H 0.0371 0.6477 -3.4846 -0.248 -0.349 0.168 0.0000
C 2.0779 -0.7483 3.9330 0.123 0.058 0.230 0.0001
C 0.1616 -2.6178 3.0817 -0.224 -0.007 0.176 -0.0005
H -2.9083 0.0374 0.6329 -0.224 0.184 -0.413 -0.0017
H -4.0906 1.0967 0.6774 0.600 -0.348 -0.707 0.0000
H -3.4421 -0.1900 -1.5550 0.196 -0.181 -0.428 0.0000
H -3.1424 -1.4270 -2.4853 -0.119 0.417 0.160 0.0000
H 1.4814 1.5667 1.0959 1.151 -0.172 0.082 -0.0148
H -1.7183 -0.5978 1.1959 -0.752 -1.204 0.176 -0.0073
H 0.6044 3.0692 -3.4583 0.218 -0.028 0.225 -0.0002
H 1.1389 3.8230 -1.9104 0.042 -0.263 -0.268 0.0000
H 1.8747 2.2824 -2.4459 -0.228 0.212 0.040 0.0000
H -1.7561 2.8749 -3.2893 -0.186 0.016 0.281 -0.0002
H -2.7443 2.2212 -1.9288 0.305 0.149 -0.089 0.0000
H -1.9139 3.7868 -1.7477 0.026 -0.257 -0.185 0.0000
H 0.9132 -3.2718 3.5444 -0.255 0.024 -0.074 -0.0002
H -0.6294 -2.3768 3.8038 0.166 -0.193 -0.162 0.0000
H -0.2931 -3.1137 2.2149 0.041 0.138 0.231 0.0001
H 2.4848 -1.6930 4.3177 0.025 0.281 0.008 -0.0001
H 2.8881 -0.0806 3.6134 -0.241 -0.124 0.115 -0.0001
H 1.4953 -0.2458 4.7180 0.268 -0.159 -0.121 0.0000
C -1.2227 2.6705 2.7051 -0.042 -0.020 0.034 -0.0103
H -0.3887 3.3367 2.9948 -0.266 -0.118 -0.021 -0.0004
H -1.6006 2.1834 3.6224 -0.012 0.235 -0.081 0.0007
H -2.0330 3.2997 2.2950 0.102 -0.028 0.219 0.0003
```
Positions in Å, forces in eV/Å.

## Properties
E_LUMO (spin up / spin down) (eV): 0.48 / 0.48
Spin multiplicity: 4
Energy (Eh): -1923.27029
Expectation value of S²: 3.755



A molecular structure, C12H29ClIIrN2P2Se, computed with the ωB97M-V functional and the def2-TZVPD basis.

```
49
Properties=species:S:1:pos:R:3:forces:R:3:lowdin_spin:R:1
C 1.0626 0.8973 -0.8884 5.396 -0.055 3.259 0.0767
I -0.7829 -0.9897 -1.8255 -2.205 0.385 -1.104 0.8259
H 1.3272 0.5960 -1.9591 -0.494 1.085 1.531 0.0095
H 1.7945 0.1922 -0.4458 -1.986 -1.446 1.116 0.0152
H 1.6812 1.8195 -0.3158 -1.359 -2.280 -2.219 0.0050
Ir 0.7457 -0.0992 2.8517 0.079 -0.779 -2.503 2.1167
P 0.5878 -2.0932 0.9592 -0.281 1.406 -0.219 0.1268
C 0.3751 -3.0229 2.5017 0.658 -0.058 -1.229 0.0491
C -0.2800 -3.2401 -0.2672 0.757 0.753 1.197 0.0602
H 0.1408 -4.1307 0.1730 -0.267 -1.025 -0.370 0.0059
H 2.4004 -3.2879 0.5767 1.225 0.378 -0.359 0.0058
H 0.0900 -3.0645 -1.3104 -0.243 -0.969 1.306 0.0162
H 2.3439 -1.9611 -0.7007 0.385 -0.128 0.724 0.0001
H -0.7007 -3.2491 2.5615 0.471 0.042 0.543 0.0006
H -1.3637 -3.1606 -0.1001 0.377 -0.386 -0.348 0.0075
C 2.3300 -2.2027 0.3787 -1.416 -0.282 0.976 0.0305
H 0.9798 -3.9186 2.2893 -0.229 -0.058 1.116 0.0047
H 2.9065 -1.5420 1.0628 0.218 -0.778 -0.799 0.0032
H 0.7812 -2.3514 3.2963 -0.264 -1.081 0.219 0.0225
P -0.7628 1.4225 -0.7028 0.431 3.419 -4.020 0.1649
C -1.5941 2.9197 0.0541 -0.881 0.715 1.177 0.0468
C 0.4441 2.7434 -1.6409 0.901 1.844 -3.547 0.1783
H -0.9590 1.5588 -3.3148 -0.490 -0.629 0.310 0.0038
H -1.3203 3.0913 -2.8184 -1.192 -1.177 1.055 0.0016
H -2.6007 1.9129 -2.6739 -0.768 -0.991 0.536 0.0094
C -1.5491 2.0321 -2.5190 0.413 0.144 -1.909 0.1213
H 0.8795 2.0362 -2.4028 -0.180 2.396 0.772 0.0009
H -0.0501 3.4344 -2.2658 -0.380 1.159 0.391 0.0049
H -1.7710 3.6384 -0.7633 0.451 -0.611 0.118 0.0014
H -1.0697 3.4742 0.8288 0.290 -0.384 0.152 0.0033
H 1.1593 3.3394 -1.1170 0.540 -0.300 0.975 0.0125
H -2.6046 2.6835 0.4125 0.351 -0.424 0.148 0.0027
Cl 1.3248 -1.5993 -2.9793 0.531 -0.237 -0.586 0.4713
C -3.2848 -0.7637 3.1044 -2.014 -0.580 0.686 0.0088
N -3.1349 0.6124 3.4320 -0.482 3.408 4.176 0.0456
C -4.2160 1.4880 3.6213 -0.692 0.412 -1.460 0.0926
C -3.7337 2.8187 3.6480 -2.426 -1.764 0.175 0.0736
N -2.4310 2.7169 3.5066 4.716 -0.158 3.696 0.0618
C -1.4451 3.8641 3.6395 -1.058 -0.151 -0.674 0.0059
C -1.9604 1.2855 4.0346 -4.727 1.785 -6.076 -0.0710
Se -0.5494 0.2774 4.6511 0.150 0.496 1.543 0.3552
H -2.3786 -1.2179 3.3454 1.153 -1.314 1.382 0.0043
H -3.1892 -0.8573 2.0366 -1.074 0.073 -0.755 0.0027
H -4.2462 -1.1937 3.6030 1.947 0.442 -1.195 0.0012
H -5.3306 1.2574 3.6154 1.893 -0.281 -0.192 0.0039
H -4.3851 3.7231 3.8583 1.305 -0.993 -0.705 0.0036
H -1.5748 4.6670 2.9004 -0.665 -0.594 -0.313 0.0016
H -1.6051 4.4216 4.5643 0.710 -0.670 0.360 0.0020
H -0.4986 3.4160 3.3596 0.426 0.236 0.943 0.0031
```
Positions in Å, forces in eV/Å.

## Properties
E_LUMO (spin up / spin down) (eV): -10.90 / -12.23
Spin multiplicity: 6
Charge: +3
Energy (Eh): -4528.80167
Expectation value of S²: 8.849



A molecular structure, C12H29CuNO8S, computed with the ωB97M-V functional and the def2-TZVPD basis.

```
52
Properties=species:S:1:pos:R:3:forces:R:3:lowdin_spin:R:1
Cu -0.1905 -0.3964 0.2541 2.260 0.468 -0.178 0.0018
S 1.3229 -1.2159 2.7835 4.124 1.995 5.664 0.0009
O -0.0519 -1.5617 2.5534 -4.795 -2.291 -0.123 0.0001
O 2.2623 -2.3287 3.1121 -1.007 -1.416 0.382 0.0002
O 1.7795 -0.6525 1.5880 1.326 2.224 -6.493 0.0004
O 1.4557 -0.1617 3.8424 -0.949 -1.565 0.160 0.0002
C 2.6013 2.2474 -2.4940 1.008 0.692 -1.368 0.0011
C 1.2286 1.7515 -2.2216 -1.524 -0.458 2.912 0.0006
C 0.6207 0.9971 -3.4043 0.763 0.247 -0.004 0.0083
O 1.2413 1.0251 -1.0257 -0.746 -0.027 -1.247 0.0011
H 3.1729 1.3783 -2.8195 0.720 0.115 0.388 0.0004
H 3.0669 2.9170 -1.7708 -0.080 -1.016 1.010 0.0001
H 2.6239 2.9813 -3.2996 -0.350 -0.008 -1.177 0.0003
H 0.6209 2.6479 -2.0980 -0.712 0.936 0.093 0.0001
H -0.4248 0.7227 -3.2637 0.242 -0.527 0.529 0.0013
H 1.3447 0.1878 -3.4989 -0.640 -0.707 -0.482 0.0013
H 0.5955 1.5974 -4.3138 0.386 0.305 -0.417 0.0012
C -0.3462 3.1267 2.0211 -1.656 0.551 -0.243 0.0001
C 0.7928 3.9024 2.5883 1.863 -2.431 2.625 0.0000
C 0.2564 5.0157 3.6622 0.988 -0.264 -0.554 0.0000
O 1.6612 2.9693 3.1753 -1.120 2.516 -0.143 0.0001
H 0.0217 2.2879 1.4303 -0.084 -0.403 0.591 0.0000
H -0.9486 3.7253 1.3378 -0.224 0.682 -0.746 0.0000
H -1.0661 2.9957 2.8291 0.062 -1.262 0.184 0.0000
H 1.2798 4.2880 1.6926 0.402 1.587 -0.236 0.0000
H 1.0315 5.2944 4.3762 0.960 0.344 -0.678 0.0000
H -0.4296 4.7227 4.4570 -0.962 -0.934 -0.606 0.0000
H -0.1308 5.8972 3.1512 -0.229 0.507 -0.049 0.0000
C -2.9256 1.0555 0.2078 -0.627 0.119 0.210 0.0001
O -2.2968 -0.2068 -0.0976 -1.777 0.751 0.498 0.0010
C -3.1195 -1.2951 0.3627 2.057 -1.387 0.756 0.0007
C -2.4799 -2.6653 -0.1171 -1.479 0.577 -0.182 0.0077
N -1.0708 -2.7121 0.0258 0.971 -0.009 -1.318 0.0010
C -0.3695 -3.9524 -0.4274 0.392 -0.037 -0.173 0.0225
C 1.1601 -3.6776 -0.7463 -2.695 1.496 0.091 0.0033
O 1.2148 -2.9173 -1.9899 0.613 -1.681 0.815 0.0350
C 1.4290 -3.8108 -3.0803 0.593 -0.094 0.297 0.5682
H -2.2783 1.9295 0.2793 0.698 -0.593 -0.427 0.0000
H -3.4784 1.0933 1.1465 0.366 -0.724 0.645 0.0001
H -3.7395 1.2776 -0.4825 0.092 -0.115 -0.807 0.0001
H -4.1836 -1.2244 0.1374 -0.052 0.223 -0.721 0.0005
H -3.0694 -1.3638 1.4494 0.143 0.562 0.356 0.0001
H -2.8971 -2.8196 -1.1122 0.639 -0.332 -0.434 0.0065
H -2.8282 -3.4730 0.5267 -1.265 -0.172 0.201 0.0018
H -0.9344 -2.4677 0.9962 1.310 -0.230 0.810 0.0001
H -0.8743 -4.4355 -1.2640 -0.157 0.862 -0.780 0.0169
H -0.4624 -4.8115 0.2370 0.198 0.137 1.185 0.0051
H 1.7849 -4.5705 -0.7276 -0.069 -0.076 -0.398 0.0070
H 1.4108 -3.0625 0.1179 0.778 0.497 -0.320 0.0006
H 0.5675 -4.4561 -3.2514 -0.270 0.254 -0.488 0.1193
H 2.2241 -4.5345 -2.9009 0.293 -0.110 0.487 0.0969
H 1.8246 -3.2612 -3.9345 -0.779 0.222 -0.097 0.0858
```
Positions in Å, forces in eV/Å.

## Properties
E_LUMO (spin up / spin down) (eV): 8.32 / 8.29
Spin multiplicity: 2
Charge: -4
Energy (Eh): -3169.32074
Expectation value of S²: 0.751



A molecular structure, C12H29N4O9PZn, computed with the ωB97M-V functional and the def2-TZVPD basis.

```
56
Properties=species:S:1:pos:R:3:forces:R:3:nbo_charge:R:1
O -0.8007 -0.9200 -3.9879 -1.588 0.409 0.133 -0.7147
H -0.4211 -1.3173 -4.7635 0.208 -0.471 -0.834 0.5322
Zn 0.7923 0.7334 -0.5280 -1.153 -2.456 0.640 1.5694
N 1.2682 -1.1544 -1.3383 -2.202 -2.321 1.064 -0.2762
N -1.0463 -1.5680 -0.2404 2.004 -2.446 -2.106 -0.1458
N 0.6621 2.6539 -0.4659 -1.996 1.166 0.765 -0.2704
N -1.4691 1.3105 0.3089 0.361 3.195 0.318 -0.1953
O 2.3670 -0.8477 -1.8943 2.181 0.701 -1.492 -0.6962
O 1.4604 3.2290 -1.2944 1.429 0.568 -0.536 -0.6549
O -2.5255 0.6736 0.8336 -0.643 0.242 0.301 -0.5971
O -2.1084 -1.8166 0.4247 -2.193 0.313 0.954 -0.6711
C -0.4548 -2.6667 -0.7705 -1.725 2.480 1.172 0.0097
C 0.7822 -2.4077 -1.4246 1.659 2.678 -0.362 0.1264
C -0.2478 3.3332 0.2114 1.802 -0.468 -0.901 0.0771
C -1.3781 2.5940 0.6989 -0.512 -3.169 -0.099 0.1622
C 1.5452 -3.3924 -2.2232 0.251 -0.245 0.145 -0.6736
H 1.3406 -3.2994 -3.2992 0.103 -0.005 -0.023 0.1799
H 1.3043 -4.4095 -1.9191 0.061 -0.045 -0.123 0.2044
H 2.6106 -3.2054 -2.0692 -0.023 -0.035 -0.187 0.2438
C -1.0795 -4.0044 -0.6040 0.141 -0.092 0.085 -0.6566
H -2.0649 -4.0319 -1.0816 -0.017 -0.041 0.178 0.2102
H -1.2218 -4.2006 0.4638 -0.163 -0.076 -0.090 0.2257
H -0.4561 -4.7892 -1.0321 -0.094 -0.029 0.037 0.1968
C -0.0205 4.7770 0.4249 -0.276 0.539 -0.014 -0.6701
C -2.3717 3.1978 1.6344 -0.089 0.055 0.234 -0.6869
H 0.5959 5.1721 -0.3836 -0.103 -0.017 0.055 0.2562
H 0.5411 4.8927 1.3586 -0.072 0.187 -0.013 0.2203
H -0.9491 5.3432 0.5040 0.069 0.058 0.023 0.2124
H -3.0701 2.4293 1.9839 0.219 0.317 -0.112 0.2574
H -2.9328 4.0080 1.1554 0.049 -0.102 0.048 0.2227
H -1.8421 3.6297 2.4906 -0.111 0.018 -0.051 0.2220
H 1.3026 1.7731 -2.3989 -0.885 0.307 -0.336 0.5500
H -2.4252 -0.3101 0.6366 0.227 -0.978 -0.048 0.5098
C -2.4815 -0.6079 -3.9529 2.846 0.576 0.212 -0.1595
H -2.9705 -1.5153 -4.3046 0.402 0.056 0.276 0.2343
H -2.6160 0.2799 -4.5926 0.088 -0.548 0.387 0.2137
H -2.3915 -0.4275 -2.8848 -1.050 -0.093 0.086 0.2620
O 0.5348 1.1101 -2.4461 -0.791 0.052 -3.296 -1.0359
H -0.1427 -0.2573 -3.6248 -0.196 -0.008 0.621 0.5804
H -0.2737 1.5692 -2.7630 1.014 0.447 0.849 0.4928
C 2.6558 1.7541 2.6417 -0.091 0.128 -0.157 -0.2503
O 1.4380 1.0022 2.7990 -0.206 0.067 0.457 -0.8467
P 0.9348 0.0491 1.5969 1.170 -0.844 0.430 1.6552
O -0.2956 -0.7368 2.1801 0.430 0.362 0.751 -0.8174
C -0.7532 -0.8043 3.5280 -0.034 -0.145 0.475 -0.2454
O 2.1439 -0.9888 1.3929 -0.250 -0.283 0.556 -0.8318
C 2.4897 -2.0859 2.2420 0.088 -0.031 0.049 -0.2515
H 2.4591 2.7924 2.9242 -0.045 -0.224 0.036 0.1932
H 3.0268 1.7555 1.6088 -0.171 -0.141 0.112 0.1965
H 3.4258 1.3342 3.2920 -0.116 -0.011 -0.064 0.1884
H 0.0740 -0.7356 4.2466 -0.161 0.075 -0.206 0.1796
H -1.4784 -0.0070 3.7214 0.167 -0.096 -0.124 0.1942
H -1.2473 -1.7723 3.6527 0.057 0.187 -0.162 0.2053
H 3.3739 -1.8055 2.8265 -0.197 -0.135 -0.007 0.1801
H 1.6669 -2.3796 2.9130 0.216 0.172 -0.257 0.1803
H 2.7400 -2.9321 1.5919 -0.087 0.200 0.152 0.2029
```
Positions in Å, forces in eV/Å.

## Properties
E_LUMO (eV): -1.33
Energy (Eh): -3491.14564



- Among the records above, which one has the highest energy?
  C12H28NNdO2P2